(1)
Entry from the Open Molecules 2025 dataset: 3 unconnected molecules or ions with the total composition C35H66BINO12 at a distorted geometry (ωB97M-V/def2-TZVPD).

Last column: Mulliken charge in e.
Positions of all 116 atoms, in Å:
C 3.610 3.708 0.196  -1.296
C 3.843 3.208 -1.242  -0.304
C 2.827 3.812 -2.217  -0.891
C 1.391 3.321 -2.032  -0.826
C 1.031 2.099 -2.888  1.753
C 1.195 2.479 -4.418  -1.588
O 2.392 1.929 -4.970  -0.282
C 2.229 1.305 -6.159  0.818
C 2.710 -0.103 -6.115  -0.917
O 1.768 1.846 -7.147  -0.631
O 2.085 1.184 -2.615  -0.869
B 1.486 0.084 -1.840  1.506
C 2.378 -0.755 -0.756  -0.781
C 3.017 -1.972 -1.399  -0.174
C 3.507 -2.993 -0.372  -1.004
I 3.125 -5.040 -1.038  -0.104
O 0.138 0.526 -1.424  -0.674
C -0.318 1.330 -2.497  1.440
C -1.238 2.370 -1.818  -1.580
C -2.712 1.964 -1.655  -0.840
C -2.922 1.053 -0.450  -0.014
C -4.413 0.709 -0.226  -1.405
N -4.716 -0.621 -0.755  0.879
C -5.265 -0.820 -1.974  -0.655
C -5.380 -2.172 -2.138  -0.673
C -4.897 -2.770 -0.983  -0.732
C -4.501 -1.791 -0.128  -0.586
C -0.909 0.524 -3.648  -1.562
C -1.782 -0.667 -3.242  1.479
C -1.075 -1.903 -2.755  -0.092
O -1.282 -2.354 -1.634  -0.616
O -0.276 -2.552 -3.625  -0.477
H 3.207 4.715 0.154  0.281
H 2.909 3.048 0.693  0.311
H 4.546 3.750 0.747  0.406
H 3.861 2.128 -1.316  0.067
H 4.822 3.560 -1.571  0.490
H 3.205 3.692 -3.230  0.284
H 2.822 4.886 -2.024  0.457
H 1.259 3.032 -0.991  0.314
H 0.708 4.158 -2.192  0.331
H 0.323 2.235 -5.017  0.580
H 1.305 3.561 -4.474  0.407
H 2.598 -0.583 -7.079  0.342
H 2.190 -0.649 -5.331  0.067
H 3.761 -0.122 -5.840  0.312
H 1.239 -0.783 -2.724  -0.689
H 3.145 -0.153 -0.257  0.296
H 1.677 -1.148 -0.015  0.233
H 2.325 -2.457 -2.075  0.061
H 3.876 -1.695 -2.010  0.303
H 3.001 -2.927 0.580  0.538
H 4.577 -2.973 -0.226  0.187
H -1.254 3.283 -2.412  0.459
H -0.873 2.562 -0.823  0.212
H -3.138 1.523 -2.554  0.146
H -3.278 2.875 -1.439  0.597
H -2.401 0.117 -0.629  -0.009
H -2.490 1.494 0.442  0.742
H -4.555 0.667 0.850  0.330
H -5.078 1.454 -0.649  0.354
H -5.504 -0.003 -2.623  0.460
H -5.764 -2.628 -3.031  0.461
H -4.841 -3.826 -0.803  0.457
H -4.093 -1.897 0.854  0.483
H -1.509 1.204 -4.257  0.502
H -0.089 0.180 -4.271  0.297
H -2.531 -0.439 -2.504  -1.484
H -2.322 -0.974 -4.141  0.619
H 0.003 -3.346 -3.151  0.423
C -6.446 2.867 6.003  -0.800
O -7.404 2.327 5.122  -0.227
C -8.700 2.863 5.326  -0.575
C -9.506 2.838 4.046  -0.318
O -9.147 3.847 3.115  -0.469
C -7.931 3.674 2.396  -0.499
C -7.984 2.591 1.342  -0.396
O -7.848 1.312 1.937  -0.234
C -8.419 0.289 1.150  -0.862
H -6.672 2.603 7.043  0.320
H -5.477 2.450 5.734  0.239
H -6.394 3.958 5.905  0.340
H -8.636 3.896 5.687  0.362
H -9.210 2.251 6.084  0.384
H -10.544 3.056 4.311  0.396
H -9.491 1.848 3.587  0.133
H -7.089 3.525 3.072  0.194
H -7.771 4.625 1.883  0.410
H -7.151 2.731 0.638  0.279
H -8.932 2.662 0.795  0.378
H -9.484 0.487 0.979  0.378
H -8.324 -0.647 1.696  0.244
H -7.899 0.195 0.190  0.317
C 10.068 -3.480 5.319  -0.777
O 8.901 -3.962 4.699  -0.259
C 7.753 -3.190 5.018  -0.571
C 6.729 -3.241 3.905  -0.369
O 7.053 -2.437 2.782  -0.454
C 8.070 -2.904 1.906  -0.438
C 7.658 -4.085 1.056  0.034
O 7.715 -5.289 1.804  -0.299
C 6.858 -6.281 1.282  -0.696
H 9.998 -3.562 6.411  0.326
H 10.903 -4.086 4.972  0.227
H 10.258 -2.436 5.043  0.336
H 8.033 -2.145 5.196  0.353
H 7.308 -3.601 5.935  0.385
H 5.803 -2.815 4.298  0.399
H 6.512 -4.269 3.611  0.169
H 8.996 -3.109 2.446  0.171
H 8.264 -2.066 1.233  0.433
H 8.348 -4.177 0.207  0.435
H 6.644 -3.919 0.676  -0.148
H 5.821 -5.928 1.260  0.256
H 6.915 -7.150 1.936  0.244
H 7.167 -6.573 0.272  0.316

Cartesian forces (eV/Å) of the 6 atoms listed first:
C 0.18 -0.45 -0.68
C 0.21 0.74 -0.04
C 0.14 -0.13 0.27
C -0.51 0.09 0.03
C 1.63 -0.65 -1.05
C -0.29 1.13 0.84

2S+1	1
molar mass	830.62	g mol⁻¹
electronic energy	-2653.3842	a.u.
Kohn-Sham gap	6.379	eV
LUMO level	2.18	eV
ΔE to the lowest compared entry with this formula, charge and spin	4.444	eV
max |F|	0.0516	hartree/bohr
charge	-1

***

(2)
Entry from the Open Molecules 2025 dataset: a molecular structure, C42H32AlN3PSe2Te (ωB97M-V/def2-TZVPD).

Last column: Mulliken charge in e.
Positions of all 82 atoms, in Å:
Al -0.141 -1.358 0.379  -0.770
C -1.555 -4.440 -2.198  -1.018
C -1.608 -3.409 -1.251  0.054
N -0.535 -3.006 -0.597  0.846
C 0.689 -3.604 -0.852  0.913
C 0.821 -4.616 -1.809  0.649
C -0.351 -5.014 -2.489  -0.578
C 2.097 -5.193 -2.026  -0.932
C 3.156 -4.767 -1.278  -1.004
C 3.018 -3.764 -0.286  -0.928
C 1.804 -3.168 -0.056  0.252
N 1.457 -2.219 0.893  0.600
C 1.921 -2.130 2.185  -0.349
C 3.203 -2.172 2.667  -0.723
C 3.449 -2.051 4.061  -0.892
C 2.438 -1.927 4.966  -1.002
C 1.094 -1.913 4.508  0.754
C -0.038 -1.855 5.350  -0.605
C -1.294 -1.900 4.810  -0.988
C -1.437 -1.948 3.413  -0.161
N -0.406 -1.953 2.592  0.462
C 0.853 -1.985 3.131  1.051
H -2.464 -4.746 -2.697  0.465
H -2.538 -2.899 -1.027  0.545
H -0.281 -5.790 -3.245  0.463
H 2.212 -5.972 -2.772  0.432
H 4.134 -5.202 -1.444  0.412
H 3.883 -3.476 0.296  0.231
H 4.037 -2.287 1.988  0.485
H 4.476 -2.063 4.409  0.429
H 2.644 -1.856 6.029  0.445
H 0.100 -1.786 6.425  0.478
H -2.177 -1.876 5.434  0.437
H -2.420 -1.950 2.958  0.503
Se 0.989 -0.085 -1.348  -0.266
P -0.605 1.240 -2.275  0.047
Se -2.041 0.253 0.795  -0.380
C 0.379 1.943 -3.659  0.339
C 0.462 3.336 -3.681  -0.273
C 1.149 3.998 -4.695  -0.626
C 1.753 3.269 -5.707  -0.471
C 1.689 1.880 -5.691  -0.819
C 1.014 1.222 -4.673  0.011
C -1.712 0.022 -3.104  1.100
C -3.080 0.288 -2.996  -0.476
C -4.022 -0.529 -3.619  -0.682
C -3.600 -1.618 -4.370  -0.544
C -2.242 -1.901 -4.470  -0.982
C -1.308 -1.101 -3.826  -0.324
H -0.022 3.905 -2.895  0.245
H 1.206 5.081 -4.693  0.415
H 2.276 3.779 -6.508  0.383
H 2.168 1.305 -6.476  0.412
H 0.999 0.141 -4.666  0.248
H -3.406 1.151 -2.422  0.351
H -5.080 -0.305 -3.530  0.453
H -4.327 -2.248 -4.871  0.419
H -1.908 -2.750 -5.057  0.460
H -0.257 -1.365 -3.874  0.223
Te -0.077 1.222 1.924  0.401
C 0.352 3.015 0.925  1.008
C -0.538 3.633 0.064  -0.450
C -0.160 4.830 -0.531  -0.607
C 1.087 5.384 -0.267  -0.409
C 1.968 4.755 0.604  -0.784
C 1.604 3.555 1.204  -0.642
C -1.079 2.219 3.499  0.783
C -2.357 2.725 3.315  -0.251
C -2.930 3.477 4.332  -0.705
C -2.228 3.714 5.510  -0.502
C -0.952 3.195 5.684  -0.623
C -0.368 2.440 4.673  -0.406
H -1.506 3.191 -0.143  0.328
H -0.845 5.333 -1.204  0.500
H 1.376 6.313 -0.746  0.421
H 2.936 5.191 0.816  0.415
H 2.294 3.057 1.876  0.388
H -2.906 2.538 2.400  0.293
H -3.929 3.881 4.200  0.407
H -2.681 4.303 6.298  0.399
H -0.407 3.377 6.603  0.405
H 0.629 2.033 4.807  0.407

Cartesian forces (eV/Å) of the 6 atoms listed first:
Al -0.01 -0.81 0.13
C -0.16 0.02 -0.05
C 0.14 0.07 0.14
N 0.24 -0.14 -0.32
C -0.26 0.18 0.29
C -0.01 -0.01 -0.10

2S+1	1
molar mass	922.22	g mol⁻¹
electronic energy	-7438.6058	a.u.
Kohn-Sham gap	6.778	eV
LUMO level	-3.04	eV
ΔE to the lowest compared entry with this formula, charge and spin	2.527	eV
max |F|	0.0173	hartree/bohr
charge	+1

***

(3)
Entry from the Open Molecules 2025 dataset: a single C4H4O molecule at a distorted geometry (ωB97M-V/def2-TZVPD).

Last column: Mulliken charge in e.
Positions of all 9 atoms, in Å:
C 1.329 -0.635 1.115  -0.600
C 0.259 -0.188 0.543  0.315
C -0.924 0.070 0.024  -0.403
C -0.827 0.652 -1.305  0.066
O -1.722 1.198 -1.906  -0.480
H 1.535 -1.691 1.190  0.250
H 2.058 0.030 1.550  0.248
H -1.811 0.248 0.618  0.306
H 0.103 0.317 -1.828  0.299

Cartesian forces (eV/Å) of the 6 atoms listed first:
C 0.36 0.23 0.06
C -0.83 -0.97 0.69
C 0.88 1.41 0.59
C -0.64 -1.50 -1.76
O 0.27 0.40 0.37
H -0.03 -0.17 -0.22

2S+1	1
molar mass	68.08	g mol⁻¹
electronic energy	-229.9737	a.u.
Kohn-Sham gap	10.287	eV
LUMO level	0.42	eV
ΔE to the lowest compared entry with this formula, charge and spin	1.476	eV
max |F|	0.0466	hartree/bohr
SMILES	C=C=CC=O

***

(4)
Entry from the Open Molecules 2025 dataset: a single C4HNO molecule at a distorted geometry (ωB97M-V/def2-TZVPD).

Last column: Mulliken charge in e.
Positions of all 7 atoms, in Å:
N -3.682 -0.880 0.020  -0.352
C -2.727 -0.257 -0.070  0.271
C -1.575 0.501 -0.042  0.138
C -0.227 0.371 0.045  -0.430
C -0.682 1.683 0.054  0.460
O -0.552 2.845 -0.049  -0.492
H 0.429 -0.328 0.237  0.405

Cartesian forces (eV/Å) of the 6 atoms listed first:
N -0.74 -0.44 -0.11
C -0.32 -0.16 0.24
C 2.13 0.98 0.01
C -3.97 2.36 -0.10
C -0.81 -0.81 -1.03
O 0.16 1.45 0.38

2S+1	1
molar mass	79.06	g mol⁻¹
electronic energy	-282.8985	a.u.
Kohn-Sham gap	9.420	eV
LUMO level	-0.88	eV
ΔE to the lowest compared entry with this formula, charge and spin	0.508	eV
max |F|	0.0963	hartree/bohr
SMILES	N#Cc1cc1=O